# 1
A 2-piece molecular cluster, C3H7O2 overall, computed with the ωB97M-V functional and the def2-TZVPD basis.

Properties
Charge = -1
ΔE to the lowest compared entry with this formula, charge and spin = 40.97 kcal/mol
Max |F| = 3.00 eV/A

The geometry in XYZ format:
```
12
C3H7O2 (the ωB97M-V functional and the def2-TZVPD basis)
C -2.4989 -1.2833 -0.6452
C -1.3186 -0.5373 -0.5560
O -0.5656 -0.4233 0.4836
H -3.1059 -1.1568 -1.5535
H -2.8511 -1.8543 0.1577
H -0.9957 -0.0544 -1.5105
H 0.8048 -0.0414 -0.1114
C 2.1258 1.0957 0.8028
O 1.5983 0.4935 -0.4255
H 1.9869 2.1906 0.7757
H 1.6104 0.6829 1.6927
H 3.2096 0.8882 0.8896
```

These are the Mulliken partial charges, in e, on atoms 1 to 4:
1 C -0.9224
2 C -0.0028
3 O -0.8206
4 H 0.2002


# 2
An isolated ion of composition C3H11NP and charge +1, computed with the ωB97M-V functional and the def2-TZVPD basis.

Properties
Charge = +1
ΔE to the lowest compared entry with this formula, charge and spin = 81.26 kcal/mol
Max |F| = 3.13 eV/A

The geometry in XYZ format:
```
16
C3H11NP (the ωB97M-V functional and the def2-TZVPD basis)
C 1.6395 -0.6963 -1.1380
C -1.3885 -0.8437 1.5801
C 0.4875 1.1356 0.0644
N 1.3744 0.7325 -0.9958
P -1.3512 0.4012 0.1290
H 0.6386 -1.1745 -1.3887
H 2.1610 -0.7451 -2.1135
H 2.3987 -1.1426 -0.4221
H -1.9059 -0.2777 2.3622
H -1.8603 -1.8507 1.2149
H -0.3489 -0.9333 2.0367
H 0.4516 2.2387 0.1196
H 0.8550 0.8368 1.0276
H 1.2388 1.2845 -1.8038
H -2.4644 1.1584 0.4006
H -1.9260 -0.1238 -1.0732
```

These are the Mulliken partial charges, in e, on atoms 1 to 4:
1 C -0.8348
2 C -0.8738
3 C -0.5326
4 N -0.2831


# 3
One molecule with the formula C4H8FN, computed with the ωB97M-V functional and the def2-TZVPD basis.

Properties
Charge = 0
ΔE to the lowest compared entry with this formula, charge and spin = 16.05 kcal/mol
Max |F| = 3.43 eV/A

The geometry in XYZ format:
```
14
C4H8FN (the ωB97M-V functional and the def2-TZVPD basis)
C 0.5683 -0.3299 -0.2685
C 0.2715 1.1610 -0.0174
C -1.2756 0.8326 0.0197
C -0.8733 -0.5837 0.3405
H 1.4204 -1.9915 0.3278
H 2.4522 -0.9985 -0.4710
H 0.4463 -0.4214 -1.3883
H 0.6318 1.5915 0.9295
H 0.6004 1.8567 -0.8066
H -1.8270 1.3967 0.8195
H -1.7498 0.9614 -0.9340
H -0.7252 -0.8117 1.4222
N 1.6993 -1.0140 0.2003
F -1.6394 -1.6493 -0.1735
```

These are the Mulliken partial charges, in e, on atoms 1 to 4:
1 C 0.0357
2 C -0.6027
3 C -0.5985
4 C 0.0001


# 4
C29H24N7O7SeW as an isolated structure, computed with the ωB97M-V functional and the def2-TZVPD basis.

Properties
Charge = +1
Multiplicity = 3
Expectation value of S² = 2.0544
ΔE to the lowest compared entry with this formula, charge and spin = 0.00 kcal/mol
Max |F| = 4.30 eV/A

The geometry in XYZ format:
```
69
C29H24N7O7SeW (the ωB97M-V functional and the def2-TZVPD basis)
W 2.1950 -15.7420 -11.2324
C 3.2774 -21.5299 -10.4366
C 4.7799 -21.3626 -10.6961
C 5.5297 -22.4971 -11.2546
C 6.8605 -22.3896 -11.4448
C 7.5938 -21.1103 -11.2691
C 6.8194 -19.9852 -10.7314
C 5.3827 -20.1938 -10.4307
N 4.6779 -19.1030 -9.7986
C 3.9743 -18.1593 -10.4566
N 4.2428 -18.9503 -12.7664
C 3.5999 -18.7102 -13.9685
C 2.6149 -17.7480 -13.6893
C 1.7031 -17.3012 -14.6179
C 1.8664 -17.7541 -15.8915
C 2.8373 -18.7191 -16.2106
C 3.6837 -19.2605 -15.2650
C 4.5455 -20.4705 -15.6732
N 3.4036 -17.0794 -9.9112
C 3.4838 -16.8345 -8.4796
C 4.2692 -15.7311 -8.1595
C 4.0178 -15.0494 -6.9874
C 2.9825 -15.4656 -6.1810
C 2.2347 -16.5905 -6.4931
C 2.4560 -17.3178 -7.6268
C 1.3233 -18.1406 -8.1939
H 2.8290 -21.9253 -11.3668
H 2.7276 -20.5843 -10.2441
H 3.0926 -22.1364 -9.5447
H 5.0629 -23.4505 -11.3520
H 7.4356 -23.2515 -11.7615
H 8.6641 -21.0856 -11.1276
H 7.3567 -19.2577 -10.1764
H 4.6587 -19.0340 -8.7986
H 5.0363 -19.5560 -12.7236
H 0.9539 -16.5517 -14.4603
H 1.1301 -17.4741 -16.6357
H 2.9229 -19.0866 -17.2177
H 4.5790 -20.5774 -16.7702
H 4.2353 -21.4704 -15.4113
H 5.5929 -20.3270 -15.3644
H 5.0528 -15.4567 -8.8231
H 4.6157 -14.1903 -6.7969
H 2.7615 -14.8885 -5.3159
H 1.4370 -16.9413 -5.8179
H 0.8481 -18.7526 -7.4604
H 1.6118 -18.8140 -8.9982
H 0.5720 -17.4947 -8.6044
Se 7.2850 -19.7261 -12.7117
C 3.7293 -18.1413 -11.8933
N 2.8095 -17.3855 -12.4016
O -2.4463 -9.8257 -9.4477
N -2.2056 -10.4566 -10.4295
O -2.6852 -10.1642 -11.5133
C -1.2827 -11.6497 -10.3296
C -0.7674 -12.0030 -9.0611
C -0.1007 -13.2007 -8.9145
C 0.2921 -13.9072 -10.0581
O 1.0579 -14.9541 -9.9037
C 0.0078 -13.3465 -11.3990
C -0.9050 -12.2154 -11.4803
N 0.2192 -13.9427 -12.6340
O 3.4338 -14.5564 -11.3272
O 0.9314 -15.1002 -12.6595
N -0.0500 -14.0101 -7.5589
O -0.5898 -15.0827 -7.6715
O 0.7069 -13.5883 -6.7346
H -1.1294 -11.3924 -8.2381
H -1.3256 -11.8417 -12.4196
```

These are the Mulliken partial charges, in e, on atoms 1 to 4:
1 W 1.8908
2 C -1.2511
3 C 2.2094
4 C -1.0660